12
Properties=species:S:1:pos:R:3:lowdin_charge:R:1 method="wB97M-V/def2-TZVPD" de_lowest_kcal_mol=75.5 gap_ha=0.370 e_homo_ev=-9.5 max_force_ev_per_a=1.2
N -2.70 0.85 0.38 0.080
C -1.85 -0.10 0.38 -0.382
H -1.85 -0.84 1.15 0.095
N -0.90 -0.37 -0.60 -0.375
H -2.58 1.45 -0.44 0.039
H 1.52 2.39 -0.59 0.121
H 1.96 -0.80 1.53 0.058
O 1.19 1.46 -0.58 -0.109
S 0.43 -1.35 -0.27 0.921
H -0.70 0.39 -1.26 0.077
N 1.79 0.91 0.54 -0.059
C 1.50 -0.31 0.70 -0.466


152
Properties=species:S:1:pos:R:3:lowdin_charge:R:1 method="wB97M-V/def2-TZVPD" de_lowest_kcal_mol=31.7 charge=+3 gap_ha=0.268 e_homo_ev=-13.8 max_force_ev_per_a=2.3
H 6.20 -0.49 -6.90 0.129
O 1.65 -0.14 -1.34 -0.089
C 0.30 2.34 -2.09 -0.516
C 5.47 -2.05 5.23 -0.035
C -6.22 -0.09 4.51 -0.029
C 8.07 -1.38 -4.26 -0.118
H 6.20 1.05 1.58 0.091
H -5.74 -1.07 4.56 0.086
H -0.61 4.84 4.93 0.184
C -3.65 1.73 1.12 -0.083
H 3.44 -3.88 5.24 0.090
H -0.96 5.93 2.56 0.140
H 3.76 3.62 2.31 0.094
O -1.71 0.59 0.08 -0.194
H 9.28 -2.45 -6.40 0.189
C 0.28 -1.66 2.47 -0.105
F 5.96 -2.28 -2.73 0.072
H 0.45 2.36 1.67 0.045
H 3.99 3.23 -5.86 0.162
C 8.29 -2.85 -4.63 -0.077
C -4.40 1.81 2.29 0.017
H -2.00 -2.20 2.64 0.137
H 0.65 2.70 4.01 0.120
H 7.43 -3.45 -4.33 0.134
C 4.37 -0.71 2.76 0.035
C 4.92 -2.83 4.03 -0.556
H -2.18 -2.27 -0.74 0.118
H -2.00 3.86 1.66 0.104
H -6.92 -0.02 5.34 0.095
H -3.73 1.73 6.07 0.070
H -5.26 3.23 4.58 0.080
H 3.88 1.90 -8.01 0.113
C 1.83 2.25 -4.01 0.073
C -2.60 -0.22 2.09 -0.126
H 7.42 -2.42 -7.91 0.145
H 4.56 1.04 -0.37 0.089
C 3.56 0.18 2.07 -0.065
C -0.30 2.35 3.58 -0.167
C 7.07 -0.90 -6.39 -0.118
C -0.91 3.90 1.80 -0.169
C 2.22 -0.21 1.84 -0.204
H 8.95 -0.80 -4.55 0.142
H 8.56 -3.92 -6.39 0.192
H -5.08 0.82 6.74 0.095
N -1.21 4.55 4.17 0.086
N 8.44 -2.94 -6.12 0.069
H 5.87 2.77 1.75 0.092
H 2.26 2.74 1.97 0.056
H -0.64 -3.58 0.83 0.147
H -4.96 4.22 0.97 0.088
C -5.24 3.50 0.19 -0.056
C -1.66 -0.80 -2.62 -0.045
C -4.11 2.52 -0.12 -0.515
H 0.76 -1.29 -3.41 0.088
H -6.78 -0.03 3.57 0.095
Ti 0.03 0.32 -0.05 1.201
H 2.93 1.72 -0.16 0.060
C -1.45 3.07 4.27 -0.085
H -3.89 0.84 -1.49 0.058
H 0.13 -2.67 2.87 0.136
H 6.77 -3.88 3.63 0.092
H -6.69 2.45 3.88 0.091
O 1.33 0.52 1.13 -0.199
H -6.45 2.45 5.62 0.095
C -0.58 4.95 2.85 -0.070
C 5.24 -1.24 -3.20 -0.176
H -2.05 2.77 -0.77 0.044
C 2.07 0.52 -2.32 -0.298
H -5.17 1.97 -1.93 0.098
O 0.24 2.00 -0.82 -0.127
C -2.63 0.75 1.08 -0.215
C 5.70 -0.55 -4.34 -0.127
C 4.87 0.45 -4.84 0.079
C 3.97 1.79 0.16 -0.021
C 5.55 1.77 2.07 -0.055
H 2.84 0.66 -7.18 0.115
C 3.95 -1.94 3.26 -0.146
C 7.26 -2.35 -6.83 -0.071
C 0.38 -2.03 -2.73 -0.064
C 3.21 2.48 -5.97 -0.249
C -5.94 2.38 4.66 -0.052
H -0.12 -0.95 3.20 0.135
C 4.08 -0.91 -2.56 0.085
H 2.13 3.67 -7.51 0.120
H 5.69 -3.78 2.23 0.088
H -1.13 -3.46 -1.47 0.138
H -3.35 -0.89 3.97 0.124
H -5.41 0.84 -0.60 0.101
C 1.76 -1.41 2.39 -0.128
C -4.39 0.88 5.90 -0.041
H 1.21 -2.47 -2.17 0.095
C 2.11 2.74 -6.95 -0.066
C 3.27 0.13 -3.04 -0.056
H -2.15 -1.53 -3.26 0.113
H 4.66 -1.73 5.89 0.094
H 9.19 -3.24 -4.15 0.147
H -2.10 5.04 4.30 0.185
H 5.40 -0.43 2.94 0.097
H 3.86 -4.72 3.73 0.089
C -4.28 0.95 3.37 -0.171
C -2.98 3.30 -0.80 -0.037
H 7.97 -1.28 -3.18 0.139
H 6.62 -2.36 2.74 0.078
H -2.84 4.27 -0.31 0.083
N 6.92 -0.83 -4.95 -0.082
N -0.60 -1.42 -1.80 -0.271
H -5.46 4.07 -0.71 0.098
H -5.18 2.57 2.33 0.089
H -0.49 4.21 0.84 0.137
H 7.95 -0.31 -6.70 0.143
H 4.99 -4.70 5.09 0.093
C -1.96 -1.54 1.77 -0.095
C -1.14 -2.50 -0.95 -0.160
C -5.18 1.04 4.60 -0.553
N -0.41 2.57 2.15 -0.031
H 6.38 -2.94 -6.57 0.146
H 5.69 1.71 3.15 0.096
H 0.49 5.01 3.00 0.135
H 3.78 -1.46 -1.67 0.147
H 6.03 -1.17 4.92 0.079
C 6.07 -3.23 3.10 -0.040
H -0.37 1.28 3.79 0.118
C -3.38 -0.10 3.22 0.018
H -0.11 -2.82 -3.31 0.108
H 1.28 3.10 -4.39 0.163
C 1.41 1.67 -2.85 -0.015
N 2.88 1.81 -4.73 0.028
C 3.67 0.79 -4.22 -0.097
H 3.17 2.41 3.47 0.097
H -2.38 2.82 3.75 0.115
O -0.38 3.18 -2.62 0.128
H -3.79 -0.03 5.90 0.077
H -2.59 -2.00 1.01 0.129
H -1.22 -0.02 -3.25 0.101
H -6.15 2.99 0.50 0.094
C 4.25 -4.10 4.55 -0.060
C 3.26 2.65 2.40 -0.026
H 2.21 -3.17 3.50 0.114
C -0.35 -2.65 0.34 -0.133
H -3.23 3.50 -1.84 0.100
C 2.61 -2.26 3.08 0.034
N -0.56 -1.50 1.26 -0.189
C 4.08 1.57 1.68 -0.514
H 6.15 -2.69 5.81 0.093
H 1.11 2.40 -6.70 0.117
C 3.14 1.70 -7.25 -0.087
H 0.72 -2.70 0.12 0.135
H 5.19 1.02 -5.70 0.119
H -2.40 -0.34 -1.97 0.058
H 4.35 2.78 -0.10 0.099
H -1.53 2.79 5.32 0.137
C -4.68 1.47 -1.10 -0.016


14
Properties=species:S:1:pos:R:3:lowdin_charge:R:1 method="wB97M-V/def2-TZVPD" de_lowest_kcal_mol=108.9 gap_ha="0.275 / 0.275" e_homo_ev="-7.9 / -7.9" max_force_ev_per_a=5.4
H 1.37 0.87 -1.66 0.088
C -1.41 0.54 0.62 -0.035
C 0.90 -0.33 0.00 -0.443
C -0.61 -0.58 -0.02 -0.487
H 0.04 -1.60 1.00 0.176
N 1.28 -1.19 0.83 0.182
H -2.45 0.24 0.69 0.078
N -1.10 -1.26 -1.02 0.068
C 1.60 0.84 -0.59 -0.025
H 1.24 1.77 -0.15 0.085
H -1.16 -2.26 -0.85 0.060
H -1.36 1.43 -0.01 0.087
H 2.67 0.74 -0.43 0.081
H -1.01 0.78 1.60 0.082


29
Properties=species:S:1:pos:R:3:lowdin_charge:R:1 method="wB97M-V/def2-TZVPD" charge=+1 gap_ha=0.354 e_homo_ev=-14.0 max_force_ev_per_a=1.4
H 0.42 -0.16 -0.20 0.064
C -2.82 -1.88 2.88 -0.257
O 2.31 -1.39 -2.90 -0.274
N 2.43 2.99 -2.83 -0.445
H -0.17 4.60 -3.51 0.123
H 2.17 -0.46 -0.20 0.077
N 0.52 1.96 -2.53 0.228
H -3.37 -1.62 4.96 0.076
C 1.21 -0.83 -0.54 -0.141
N 0.44 4.33 -2.76 0.172
O -0.09 -0.93 -2.84 -0.252
H 1.04 -1.85 -0.26 0.078
H -3.05 -0.85 2.61 0.112
C -0.46 -1.60 2.21 -0.237
Cl 3.60 4.17 -3.04 0.878
C 1.10 3.16 -2.71 -0.390
H -3.71 -2.47 2.66 0.111
H 0.49 4.96 -1.98 0.118
H 3.59 1.22 -2.73 0.199
H -1.95 -2.33 0.94 0.118
H -1.45 -3.43 2.23 0.126
H -1.66 -1.34 4.64 0.072
N 0.49 -0.99 2.39 0.158
C -1.68 -2.39 2.00 -0.180
C 1.51 1.09 -2.54 -0.304
S 1.21 -0.70 -2.31 0.652
N 2.68 1.68 -2.70 0.141
C -2.51 -1.96 4.37 -0.104
H -2.29 -2.99 4.67 0.080


33
Properties=species:S:1:pos:R:3:lowdin_charge:R:1 method="wB97M-V/def2-TZVPD" de_lowest_kcal_mol=0.0 charge=+1 gap_ha=0.356 e_homo_ev=-13.0 max_force_ev_per_a=1.1
H -0.41 1.99 -1.50 0.135
C -0.70 0.04 -0.65 -0.111
C -1.21 1.31 -1.25 -0.089
H -1.73 1.08 -2.17 0.137
H 2.82 -1.38 -0.40 0.051
O -3.92 2.02 -1.56 0.152
C 2.02 1.48 0.36 -0.173
H 0.27 1.53 1.43 0.135
C 1.48 -2.47 2.58 0.220
H -3.58 0.38 1.13 0.082
S -0.59 -3.87 -0.31 0.971
H 4.29 -0.70 -1.00 0.078
C 0.18 -0.10 0.36 -0.197
C -0.49 -2.15 -0.29 -0.598
H 2.19 2.42 0.85 0.124
C 1.06 -2.03 1.56 -0.125
H -5.07 0.71 0.23 0.094
C 3.26 -0.46 -0.76 -0.092
C -4.16 1.14 0.62 0.032
N -1.10 -1.23 -1.04 0.173
H 3.54 0.24 1.29 0.111
N 0.28 -1.49 0.58 0.014
O -2.06 1.98 -0.32 -0.004
C -3.40 1.74 -0.52 -0.509
H 1.72 1.66 -0.67 0.104
N 0.90 0.81 1.11 0.074
H -1.40 -4.03 -1.37 -0.090
H 1.84 -2.90 3.48 0.061
H -1.77 -1.47 -1.75 0.182
C 3.28 0.64 0.31 -0.230
H 2.79 -0.12 -1.68 0.076
H -4.40 1.91 1.34 0.102
H 4.08 1.33 0.04 0.111


16
Properties=species:S:1:pos:R:3:lowdin_charge:R:1 method="wB97M-V/def2-TZVPD" charge=-1 gap_ha=0.306 e_homo_ev=-4.8 max_force_ev_per_a=4.6
S -0.65 -2.33 0.38 0.428
F -0.57 2.53 1.30 0.055
O -1.51 -3.38 0.90 -0.400
C 0.00 2.06 0.22 -0.420
O -1.46 -1.32 -0.33 -0.415
O 0.35 -3.20 -0.72 -0.258
H 0.99 2.68 -1.71 0.068
H -0.24 0.09 0.83 0.000
H -0.02 -4.05 -0.71 -0.003
C 0.10 0.72 0.06 -0.608
C 0.45 3.09 -0.83 -0.048
H 0.91 3.97 -0.38 0.068
Cl 1.01 -0.07 -1.04 0.747
N 0.36 -1.68 1.36 -0.271
H -0.50 3.37 -1.21 0.047
H 0.78 -2.47 1.88 0.011


184
Properties=species:S:1:pos:R:3:lowdin_charge:R:1 method="wB97M-V/def2-TZVPD" smiles="O=[N+]([O-])c1ccccc1.O=[N+]([O-])c1ccccc1.O=[N+]([O-])c1ccccc1.O=[N+]([O-])c1ccccc1.O=[N+]([O-])c1ccccc1.O=[N+]([O-])c1ccccc1.O=S1(=O)CCCC1.O=S1(=O)CCCC1.O=S1(=O)CCCC1.O=S1(=O)CCCC1.CCCCCC.CCCCCC" de_lowest_kcal_mol=0.0 gap_ha=0.325 e_homo_ev=-9.6 max_force_ev_per_a=2.4
H 6.89 0.93 -4.32 0.113
N 6.04 -2.39 -2.57 -0.347
H -2.84 -1.91 5.22 0.113
C 5.52 3.13 2.38 -0.060
H 0.60 -2.71 1.72 0.081
H 6.32 5.11 2.34 0.110
C 6.03 -4.52 -1.29 -0.010
C 3.78 2.32 -4.23 -0.216
C -0.54 0.46 -0.77 -0.213
C -2.05 -5.34 1.39 -0.001
H -5.48 -0.46 -0.01 0.105
O 4.58 0.77 6.04 0.082
C -4.39 -1.86 -1.41 -0.226
O -0.92 8.37 1.15 0.086
C -3.06 0.26 3.50 -0.210
H -1.10 -7.58 -0.97 0.123
H 5.59 -3.14 -7.36 0.070
C -1.37 -5.89 0.31 -0.150
H -4.10 -7.93 2.03 0.108
H 4.54 -1.47 2.51 0.123
H -1.74 -4.35 1.71 0.096
H 1.22 1.52 -0.64 0.087
H -4.71 2.50 -0.36 0.057
H -5.63 -0.22 -1.77 0.101
S 4.35 2.73 -2.57 0.668
O 5.51 -1.32 -2.71 0.071
H -9.47 2.51 -3.43 0.109
H -0.51 0.01 4.95 0.084
C 1.51 -2.84 2.29 -0.070
H 0.43 2.52 2.72 0.106
H -0.91 -0.49 -0.35 0.112
H -4.75 -2.47 -3.50 0.114
O -7.00 -2.78 0.27 -0.321
C 6.20 1.77 -4.28 -0.199
H 2.72 2.16 0.75 0.094
C -3.69 2.69 -0.03 -0.099
H -4.06 -0.09 3.74 0.107
H 4.31 6.08 1.28 0.124
O -2.87 -2.13 2.41 -0.320
C 3.39 4.18 0.98 -0.164
H 2.78 -0.40 -0.40 0.068
H 4.70 1.03 -5.72 0.111
O 6.27 -3.03 3.14 0.072
H -3.46 -1.38 -1.70 0.101
C 5.38 -3.38 -1.71 -0.136
H -2.86 -8.92 0.21 0.109
H -1.21 -2.24 -3.14 0.059
C 4.02 -5.23 -0.18 -0.063
H -9.32 1.88 -1.05 0.108
H 6.47 2.44 -5.10 0.113
O 1.73 4.04 -0.60 0.069
C -2.59 -7.91 0.50 -0.065
C -0.45 -1.79 -3.78 -0.112
C 1.81 -0.58 -0.86 -0.106
H -1.21 -2.46 4.96 0.111
H -3.16 0.65 0.19 0.092
C -1.52 6.31 2.78 -0.003
C 2.45 -1.82 2.37 -0.067
C 0.88 -2.56 -3.80 -0.243
C 3.38 -4.08 -0.58 -0.061
H 5.87 -6.29 -0.10 0.110
H 4.73 -4.34 -6.47 0.075
C -1.60 -7.18 -0.10 -0.010
H -6.71 3.61 -0.20 0.080
H 1.85 -0.54 -1.95 0.067
C 4.79 1.28 -4.66 -0.235
H 2.36 -3.84 -0.32 0.081
C -4.90 -2.83 -2.49 -0.205
H 1.51 0.55 3.83 0.097
O 3.01 -0.53 5.26 0.063
H 2.72 2.07 -4.20 0.108
C 6.10 2.56 -2.99 -0.207
C -8.93 3.69 -0.21 -0.202
C -3.76 4.87 2.23 -0.096
C 3.90 -2.33 -6.28 -0.265
H -3.32 3.60 -0.50 0.085
H 6.45 3.57 -3.19 0.098
C 4.06 -3.15 -1.36 0.011
O -0.80 -0.77 2.64 -0.312
N -0.36 -5.07 -0.37 -0.336
S -7.50 3.38 -2.47 0.657
C -7.52 4.00 -0.79 -0.210
O 7.11 -2.70 -3.06 0.082
H -0.62 6.89 2.99 0.124
H -1.35 -0.21 6.51 0.118
H 1.46 -1.55 -0.51 0.066
O -7.10 1.99 -2.40 -0.331
C 1.81 1.57 4.03 -0.024
H -3.20 1.20 -1.48 0.112
C -3.39 5.89 1.37 0.002
H 3.32 -3.54 -4.61 0.114
N -1.97 7.81 0.91 -0.355
H -1.05 2.00 0.64 0.106
C -1.47 -0.21 5.43 -0.198
C 3.01 -4.36 3.35 -0.011
C -5.52 -0.96 -0.98 -0.242
C 4.49 2.33 1.94 -0.070
C 2.65 4.12 4.69 -0.052
O 3.94 1.63 -1.72 -0.306
C -9.28 3.25 -2.67 -0.209
H 0.92 0.52 0.80 0.084
C -9.71 2.89 -1.26 -0.239
H -0.96 -1.85 -4.75 0.074
H -6.64 -4.13 -2.01 0.101
C 3.44 2.82 1.20 -0.018
H 3.82 3.29 -4.74 0.110
C 1.21 2.68 3.46 -0.065
C 5.05 -3.29 -6.42 -0.118
H 6.37 2.65 2.85 0.113
C -3.34 -7.35 1.54 -0.066
H 1.65 -1.08 -5.05 0.115
H 4.45 1.28 2.19 0.108
H -4.72 4.40 2.06 0.107
C 3.73 -2.15 2.71 -0.013
H -3.29 0.92 5.50 0.110
C -2.29 6.64 1.69 -0.154
C 1.75 -4.09 2.87 -0.061
O -2.77 8.17 0.08 0.098
C 1.64 -2.18 -5.08 -0.208
O 0.49 -5.65 -1.02 0.082
H 3.55 -1.88 -4.19 0.082
C -2.87 1.49 -0.47 -0.262
O -6.84 4.31 -3.34 -0.306
H -4.03 6.11 0.52 0.127
C -1.36 1.67 -0.36 -0.207
C 4.01 -3.41 3.20 -0.157
H 1.17 -2.60 -5.97 0.115
H -3.65 -5.57 2.74 0.113
S -2.08 -1.18 3.16 0.640
H 6.62 2.20 -2.11 0.108
C -2.95 4.50 3.27 -0.080
H 3.47 -2.28 -1.61 0.082
H -3.78 2.82 1.05 0.038
H 0.68 -3.63 -3.71 0.110
H -3.26 3.73 3.97 0.101
N 3.54 0.58 5.43 -0.317
N 5.38 -3.78 3.53 -0.341
C -6.39 -3.12 -2.28 -0.203
H -9.43 4.62 0.10 0.106
H 5.80 -3.24 -5.63 0.062
C 5.45 4.50 2.14 -0.066
C 2.82 1.75 4.93 -0.166
N 2.37 4.78 0.13 -0.354
H -7.53 5.09 -0.84 0.100
C 3.23 3.02 5.31 0.006
C -1.84 -1.59 4.88 -0.213
H 4.58 0.37 -4.09 0.082
C 0.93 0.52 -0.30 -0.255
H -0.63 0.36 -1.86 0.090
H 3.26 -2.42 -7.17 0.105
H 7.03 -4.80 -1.57 0.122
H 3.53 -5.86 0.55 0.108
O 2.27 5.98 0.14 0.087
H -10.77 2.74 -1.09 0.119
H 4.16 -1.26 -6.38 0.091
H 4.05 3.12 6.01 0.122
H 0.96 -4.79 3.10 0.107
O 5.56 -4.78 4.21 0.073
H 3.19 -5.32 3.82 0.121
H 2.96 5.08 5.10 0.115
S -6.97 -2.02 -0.95 0.656
H -1.10 2.47 -1.07 0.122
H -9.67 4.26 -2.84 0.111
C 5.33 -5.48 -0.59 -0.058
O -0.43 -3.87 -0.24 0.060
C 4.37 5.02 1.47 -0.009
C -2.44 0.84 4.81 -0.181
C -1.82 5.23 3.58 -0.071
H -3.05 0.92 2.64 0.090
H -8.86 3.09 0.69 0.109
H -0.37 -0.74 -3.50 0.046
H -6.96 -2.73 -3.13 0.098
H -1.94 1.79 4.69 0.092
H 1.09 4.75 3.26 0.101
H 2.17 -0.85 1.98 0.087
O -8.09 -1.21 -1.31 -0.324
H 1.44 -2.18 -2.95 0.062
C 3.13 -2.52 -4.96 -0.226
H -4.30 -3.73 -2.44 0.105
H -1.29 4.93 4.47 0.107
C -3.07 -6.06 1.97 -0.056
C 1.55 3.97 3.86 -0.064
O 4.16 4.10 -2.23 -0.306
H -4.09 -2.45 -0.53 0.113


56
Properties=species:S:1:pos:R:3:lowdin_charge:R:1 method="wB97M-V/def2-TZVPD" charge=+1 gap_ha=0.055 e_homo_ev=-8.9 max_force_ev_per_a=6.2
O -2.61 -1.69 7.37 -0.319
Cl 4.36 -3.19 -9.42 0.510
O -1.92 1.33 4.21 -0.322
O -4.37 5.41 -0.51 0.304
F 2.87 -0.18 1.17 -0.032
C -1.45 -2.78 -0.75 -0.647
H -1.16 -3.70 -1.27 0.088
C 4.45 -0.79 -2.58 -0.068
O -2.88 -0.79 3.68 -0.351
F -5.10 -0.56 4.38 -0.429
O -1.19 0.70 -0.91 -0.180
B -1.15 2.84 1.38 -0.701
S -0.15 3.00 -2.24 0.201
C -1.16 -2.92 0.73 -0.576
S -3.73 -1.07 6.68 0.516
H 6.37 -0.80 -1.62 0.110
H 1.49 -0.38 -0.98 0.101
C 3.42 -0.39 -0.07 -0.290
N -3.35 3.45 0.40 0.160
O -4.66 -1.95 6.09 -0.219
O -1.78 2.35 2.45 0.168
C 3.08 -0.66 -2.41 -0.153
Cl 2.07 -4.05 -7.85 0.509
H 2.39 -0.72 -3.28 -0.172
S -2.50 0.10 4.70 0.515
Br 1.71 4.79 -1.09 -0.387
H 5.43 -0.42 0.65 0.113
H 4.85 -0.94 -3.58 0.102
F -4.57 -0.50 7.89 -0.142
H -0.12 -3.21 0.87 0.077
H -0.89 -1.95 -1.19 0.052
Br 1.42 -1.47 -4.91 -0.230
O -2.98 2.21 -2.22 -0.140
C 5.30 -0.71 -1.49 -0.067
N -3.41 0.30 5.93 -0.255
Cl -1.41 -1.38 1.61 0.669
H 0.46 3.35 2.26 0.121
C 3.79 -3.68 -7.82 -1.549
O 0.24 3.03 1.36 0.060
Cl 4.14 -2.42 -6.63 0.446
C 4.78 -0.50 -0.22 -0.031
H 4.33 -4.58 -7.53 0.009
P -1.62 2.20 -1.32 0.316
C 2.56 -0.47 -1.14 -0.026
N -1.92 3.28 0.12 -0.033
Cl -3.18 -2.53 -1.07 0.587
C -3.78 4.55 -0.04 -0.223
H -1.79 -3.68 1.19 0.085
H -1.56 4.22 -0.13 0.155
H -2.92 3.07 -2.68 0.082
H -1.55 1.41 2.53 0.078
Li 1.31 1.60 2.57 0.713
Ca 0.65 -0.70 5.93 1.604
K 2.07 3.21 -4.00 0.634
F -1.14 -0.66 5.33 -0.568
H -1.73 0.31 -0.18 0.028